Record 1
Computed, not measured: a molecular structure, C33H39Br48NO3S2, with ωB97M-V with the def2-TZVPD basis set.

Properties
HOMO	-8.52	eV
LUMO	-1.692	eV
molecular weight	4397.21	Da
calculated total energy	-125909.708722	Ha

Element x y z (Å)
C1 -1.5807 -2.4091 -4.5412
C2 -1.1005 -3.0502 -3.4971
C3 -0.4392 -3.6804 -2.1073
C4 0.0843 -2.4370 -1.2291
C5 1.5114 -1.8194 -1.7385
C6 1.8786 -0.6368 -0.7318
C7 1.5541 0.7512 -0.8155
C8 0.7618 1.5387 -1.9618
C9 -0.8274 1.3054 -1.9566
C10 -1.5693 1.9165 -0.6284
S1 -2.4160 0.5090 0.2449
C11 -4.2475 0.6893 -0.0400
S2 -4.8786 2.2549 0.2030
N1 -5.1558 -0.4082 -0.4188
C12 -5.8343 -0.0302 -1.7120
C13 -7.3783 0.4182 -1.4531
C14 -4.4435 -1.7143 -0.6106
C15 -4.0136 -2.4494 0.7602
C16 2.1979 1.3811 0.5360
O1 2.3115 2.6416 0.8165
O2 2.6404 0.3043 1.4172
C17 2.7235 -0.8724 0.5995
O3 3.3587 -1.9467 0.7759
H1 -1.8688 -1.5454 -5.2494
H2 0.4375 -4.3790 -2.3148
H3 -1.2287 -4.2836 -1.5213
H4 -0.7103 -1.6123 -1.2704
H5 0.2432 -2.6963 -0.1080
H6 1.5205 -1.5301 -2.8460
H7 2.2785 -2.6840 -1.6078
H8 1.1931 1.2211 -2.9803
H9 0.9243 2.6710 -1.7493
H10 -1.2512 1.9291 -2.8472
H11 -1.1457 0.2192 -2.1659
H12 -2.3103 2.7525 -0.9405
H13 -0.7654 2.3545 0.0599
H14 -5.3320 0.8718 -2.2443
H15 -5.8411 -0.8786 -2.4950
H16 -7.9977 0.4451 -2.4263
H17 -7.8863 -0.2124 -0.6275
H18 -7.3345 1.4996 -1.0507
H19 -3.5887 -1.5859 -1.3683
H20 -5.2088 -2.4254 -1.1206
H21 -3.7413 -3.5409 0.4613
H22 -3.0732 -2.0180 1.2540
H23 -4.8363 -2.4701 1.5618
C18 2.1188 6.2751 0.3989
Br1 0.3864 5.7364 1.0927
Br2 2.1554 6.2808 -1.5413
Br3 2.6906 7.9763 1.1350
H24 2.8397 5.5265 0.7282
C19 2.0928 -4.6688 -5.3016
Br4 0.4668 -4.1997 -4.3402
Br5 2.1785 -3.8108 -7.0403
Br6 3.6715 -4.3111 -4.2322
H25 2.0647 -5.7447 -5.4801
C20 -4.5616 6.4685 2.2907
Br7 -5.6052 7.9172 3.0502
Br8 -5.0018 6.1629 0.4256
Br9 -2.6577 6.7407 2.5469
H26 -4.8303 5.5629 2.8347
C21 -2.3816 4.9866 -3.4081
Br10 -2.4161 6.5591 -4.5438
Br11 -1.9158 3.3905 -4.4132
Br12 -1.2241 5.2369 -1.8704
H27 -3.3937 4.8453 -3.0284
C22 4.5137 1.6154 -4.5482
Br13 6.3441 1.6769 -3.9087
Br14 3.6162 -0.0186 -4.0079
Br15 3.5131 3.1944 -4.0264
H28 4.5564 1.6102 -5.6372
C23 5.1083 -6.2181 -9.2471
Br16 4.7586 -6.5425 -7.3662
Br17 3.4749 -5.8636 -10.2342
Br18 6.4248 -4.8164 -9.5040
H29 5.5344 -7.1344 -9.6547
C24 -7.8832 -3.7006 1.0440
Br19 -9.6013 -4.3410 1.6786
Br20 -7.8157 -3.6198 -0.8941
Br21 -7.4013 -2.0050 1.8555
H30 -7.1359 -4.4287 1.3588
C25 3.5073 2.8465 4.5813
Br22 2.3261 4.1882 5.3353
Br23 3.1066 2.5046 2.7043
Br24 5.3794 3.2847 4.8545
H31 3.3168 1.9187 5.1234
C26 2.6773 -1.5725 -10.1966
Br25 1.0497 -1.1073 -9.2467
Br26 2.7671 -0.7167 -11.9356
Br27 4.2601 -1.2138 -9.1330
H32 2.6480 -2.6482 -10.3717
C27 -1.6635 4.6754 6.6814
Br28 -0.5071 6.1887 6.3031
Br29 -3.5294 5.0863 6.3410
Br30 -1.0957 3.0803 5.7377
H33 -1.5733 4.4643 7.7470
C28 5.7063 -4.4230 2.7140
Br31 6.6566 -5.0756 1.1531
Br32 4.6901 -5.8307 3.5812
Br33 6.8932 -3.5203 3.9560
H34 4.9884 -3.6813 2.3629
C29 8.5068 -6.9875 4.6876
Br34 9.4569 -7.6400 3.1267
Br35 7.4907 -8.3949 5.5544
Br36 9.6932 -6.0846 5.9295
H35 7.7888 -6.2459 4.3366
C30 -1.1150 0.7786 9.7289
Br37 0.0434 2.2887 9.3528
Br38 -2.9783 1.1978 9.3855
Br39 -0.5478 -0.8176 8.7827
H36 -1.0267 0.5664 10.7940
C31 -3.2915 -6.7276 -3.8435
Br40 -3.5245 -7.7371 -5.4853
Br41 -2.5660 -4.9551 -4.1802
Br42 -4.9297 -6.6510 -2.8043
H37 -2.5575 -7.2641 -3.2418
C32 6.3061 1.0871 8.4404
Br43 7.5019 2.5676 8.0618
Br44 4.4511 1.5514 8.1159
Br45 6.8144 -0.5166 7.4745
H38 6.3996 0.8664 9.5033
C33 -3.1145 10.1419 6.6737
Br46 -5.0187 10.5049 6.5780
Br47 -2.6395 9.2074 8.3070
Br48 -2.4793 9.2078 5.0963
H39 -2.6074 11.1059 6.6996

Atom charges from the Löwdin analysis, given in e for atoms 1 to 99: number 1, C, carries -0.052; number 2, C, carries -0.640; number 3, C, carries -0.305; number 4, C, carries -0.168; number 5, C, carries -0.135; number 6, C, carries -0.045; number 7, C, carries -0.006; number 8, C, carries -0.141; number 9, C, carries -0.267; number 10, C, carries -0.458; number 11, S, carries 0.819; number 12, C, carries -0.923; number 13, S, carries 0.597; number 14, N, carries -0.200; number 15, C, carries -0.263; number 16, C, carries -0.117; number 17, C, carries -0.284; number 18, C, carries -0.117; number 19, C, carries -0.263; number 20, O, carries -0.290; number 21, O, carries -0.051; number 22, C, carries -0.259; number 23, O, carries 0.101; number 24, H, carries 0.102; number 25, H, carries 0.025; number 26, H, carries 0.117; number 27, H, carries 0.073; number 28, H, carries 0.139; number 29, H, carries 0.073; number 30, H, carries 0.119; number 31, H, carries 0.071; number 32, H, carries 0.112; number 33, H, carries -0.043; number 34, H, carries 0.082; number 35, H, carries 0.027; number 36, H, carries 0.078; number 37, H, carries 0.111; number 38, H, carries 0.119; number 39, H, carries 0.080; number 40, H, carries 0.042; number 41, H, carries 0.040; number 42, H, carries 0.109; number 43, H, carries 0.070; number 44, H, carries 0.086; number 45, H, carries 0.046; number 46, H, carries 0.007; number 47, C, carries -1.573; number 48, Br, carries 0.515; number 49, Br, carries 0.540; number 50, Br, carries 0.587; number 51, H, carries -0.033; number 52, C, carries -1.487; number 53, Br, carries 0.873; number 54, Br, carries 0.523; number 55, Br, carries 0.560; number 56, H, carries -0.030; number 57, C, carries -1.579; number 58, Br, carries 0.557; number 59, Br, carries 0.547; number 60, Br, carries 0.505; number 61, H, carries -0.025; number 62, C, carries -1.549; number 63, Br, carries 0.586; number 64, Br, carries 0.660; number 65, Br, carries 0.558; number 66, H, carries -0.022; number 67, C, carries -1.585; number 68, Br, carries 0.579; number 69, Br, carries 0.616; number 70, Br, carries 0.574; number 71, H, carries -0.026; number 72, C, carries -1.590; number 73, Br, carries 0.557; number 74, Br, carries 0.554; number 75, Br, carries 0.562; number 76, H, carries -0.027; number 77, C, carries -1.581; number 78, Br, carries 0.572; number 79, Br, carries 0.587; number 80, Br, carries 0.628; number 81, H, carries -0.022; number 82, C, carries -1.540; number 83, Br, carries 0.510; number 84, Br, carries 0.955; number 85, Br, carries 0.518; number 86, H, carries -0.047; number 87, C, carries -1.615; number 88, Br, carries 0.535; number 89, Br, carries 0.569; number 90, Br, carries 0.533; number 91, H, carries -0.056; number 92, C, carries -1.579; number 93, Br, carries 0.523; number 94, Br, carries 0.555; number 95, Br, carries 0.524; number 96, H, carries -0.056; number 97, C, carries -1.592; number 98, Br, carries 0.562; number 99, Br, carries 0.569

Record 2
Computed, not measured: a molecular structure, C33H39N3O4P2STi, with ωB97M-V with the def2-TZVPD basis set.

Properties
HOMO	-18.78	eV
LUMO	-12.323	eV
molecular weight	683.57	Da
ΔE to the lowest compared entry with this formula, charge and spin	0.0	kcal/mol
charge	+4
calculated total energy	-3675.395048	Ha

Element x y z (Å)
Ti1 -0.8045 0.8363 0.0586
O1 0.7371 1.8676 0.1039
P1 2.1612 1.3744 0.6331
C1 2.6589 0.1115 -0.5791
P2 1.5003 -1.2737 -0.7696
O2 0.0619 -0.7125 -0.3195
C2 1.9129 -2.6023 0.3086
C3 3.1972 -3.1548 0.2418
C4 3.5164 -4.2260 1.0577
C5 2.5616 -4.7444 1.9269
C6 1.2858 -4.1975 1.9881
C7 0.9511 -3.1227 1.1799
C8 1.4425 -1.7639 -2.4637
C9 1.5327 -0.8134 -3.4929
C10 1.5452 -1.2359 -4.8100
C11 1.4670 -2.5952 -5.1044
C12 1.3588 -3.5363 -4.0894
C13 1.3511 -3.1288 -2.7640
C14 1.8430 0.5209 2.1561
C15 0.6274 0.7721 2.8077
C16 0.2936 0.0388 3.9364
C17 1.1763 -0.9159 4.4306
C18 2.3961 -1.1363 3.8065
C19 2.7322 -0.4259 2.6623
C20 3.3005 2.6870 0.6942
C21 3.5161 3.4466 -0.4707
C22 4.4542 4.4568 -0.4414
C23 5.1785 4.7008 0.7256
C24 4.9661 3.9489 1.8718
C25 4.0241 2.9322 1.8674
H1 3.6207 -0.3007 -0.2575
H2 2.8316 0.6181 -1.5321
H3 3.9400 -2.7703 -0.4495
H4 4.5043 -4.6640 1.0114
H5 2.8142 -5.5877 2.5563
H6 0.5511 -4.6171 2.6620
H7 -0.0414 -2.6943 1.2265
H8 1.6169 0.2454 -3.2738
H9 1.6527 -0.5158 -5.6110
H10 1.5091 -2.9226 -6.1356
H11 1.3085 -4.5903 -4.3276
H12 1.3031 -3.8645 -1.9712
H13 0.0123 1.6165 2.5049
H14 -0.6286 0.2391 4.4659
H15 0.9221 -1.4731 5.3226
H16 3.0916 -1.8581 4.2137
H17 3.6850 -0.6079 2.1791
H18 2.9439 3.2624 -1.3733
H19 4.6285 5.0606 -1.3215
H20 5.9159 5.4928 0.7355
H21 5.5321 4.1546 2.7698
H22 3.8478 2.3479 2.7614
C26 -2.4145 -1.3908 -4.8893
N1 -2.0593 -0.3207 -3.9393
C27 -2.3382 -0.1745 -2.6660
S1 -1.7562 1.3705 -1.9638
N2 -3.0277 -0.9937 -1.8965
C28 -3.7616 -2.2193 -2.2640
H23 -1.7438 -1.2906 -5.7371
H24 -3.4364 -1.2702 -5.2433
H25 -2.2719 -2.3696 -4.4458
H26 -1.5544 0.4531 -4.3478
H27 -3.1390 -0.6969 -0.9404
H28 -4.3516 -2.0610 -3.1604
H29 -4.4403 -2.4408 -1.4455
H30 -3.0882 -3.0637 -2.3906
O3 -2.5183 0.2770 1.0058
C29 -2.7780 1.4668 1.4191
O4 -1.9387 2.3596 1.1564
C30 -4.0559 1.7591 2.1579
N3 -4.0809 3.1990 2.6295
C31 -5.3460 3.8491 2.0759
C32 -6.2649 2.6650 1.8444
C33 -5.3189 1.6005 1.2833
H31 -4.1186 1.1042 3.0278
H32 -3.2390 3.6900 2.3140
H33 -4.0925 3.2417 3.6496
H34 -5.0714 4.3408 1.1442
H35 -5.7067 4.5905 2.7839
H36 -7.0693 2.9120 1.1554
H37 -6.7167 2.3286 2.7792
H38 -5.0905 1.8129 0.2357
H39 -5.7172 0.5918 1.3589

Calculated atomic charges, method Löwdin, unit e: number 1, Ti, carries 0.975; number 2, O, carries -0.402; number 3, P, carries 0.896; number 4, C, carries -0.241; number 5, P, carries 0.930; number 6, O, carries -0.416; number 7, C, carries -0.338; number 8, C, carries -0.066; number 9, C, carries -0.021; number 10, C, carries -0.011; number 11, C, carries -0.036; number 12, C, carries -0.065; number 13, C, carries -0.292; number 14, C, carries -0.080; number 15, C, carries -0.046; number 16, C, carries -0.015; number 17, C, carries -0.023; number 18, C, carries -0.042; number 19, C, carries -0.309; number 20, C, carries -0.092; number 21, C, carries -0.030; number 22, C, carries -0.009; number 23, C, carries -0.016; number 24, C, carries -0.056; number 25, C, carries -0.307; number 26, C, carries -0.060; number 27, C, carries -0.025; number 28, C, carries 0.001; number 29, C, carries -0.022; number 30, C, carries -0.043; number 31, H, carries 0.101; number 32, H, carries 0.083; number 33, H, carries 0.126; number 34, H, carries 0.132; number 35, H, carries 0.133; number 36, H, carries 0.126; number 37, H, carries 0.108; number 38, H, carries 0.106; number 39, H, carries 0.127; number 40, H, carries 0.134; number 41, H, carries 0.132; number 42, H, carries 0.119; number 43, H, carries 0.097; number 44, H, carries 0.122; number 45, H, carries 0.134; number 46, H, carries 0.135; number 47, H, carries 0.127; number 48, H, carries 0.115; number 49, H, carries 0.130; number 50, H, carries 0.135; number 51, H, carries 0.131; number 52, H, carries 0.114; number 53, C, carries 0.002; number 54, N, carries 0.021; number 55, C, carries -0.643; number 56, S, carries 0.842; number 57, N, carries 0.018; number 58, C, carries 0.002; number 59, H, carries 0.104; number 60, H, carries 0.111; number 61, H, carries 0.089; number 62, H, carries 0.133; number 63, H, carries 0.094; number 64, H, carries 0.100; number 65, H, carries 0.108; number 66, H, carries 0.101; number 67, O, carries -0.077; number 68, C, carries -0.544; number 69, O, carries -0.024; number 70, C, carries -0.130; number 71, N, carries 0.131; number 72, C, carries -0.056; number 73, C, carries -0.120; number 74, C, carries -0.087; number 75, H, carries 0.186; number 76, H, carries 0.175; number 77, H, carries 0.198; number 78, H, carries 0.147; number 79, H, carries 0.151; number 80, H, carries 0.145; number 81, H, carries 0.140; number 82, H, carries 0.135; number 83, H, carries 0.141